P | The following is a DFT calculation (wB97M-V/def2-TZVPD) of C51H72BrN2OP2Ti as an isolated structure.

Summary:
highest occupied orbital energy (alpha / beta): -16.06 / -16.06 eV
LUMO energy (alpha / beta): -9.85 / -9.85 eV
net charge: +3
HOMO-LUMO gap (alpha / beta): 6.208 / 6.203 eV

Cartesian coordinates (Å):
Br: 2.097 -1.390 0.043
Ti: -0.310 -0.085 -0.632
P: 2.322 1.978 -0.882
P: -1.667 2.137 -0.889
O: 1.161 1.054 1.974
N: 0.075 1.717 1.428
N: -0.260 -1.106 1.373
C: 0.566 -4.431 -3.842
C: 1.293 -3.571 -2.779
C: 2.181 -2.569 -3.536
C: -1.461 2.910 -2.535
C: -3.186 5.564 0.685
C: -1.727 -1.956 4.741
C: -2.521 5.753 1.887
C: 4.719 0.463 -1.607
C: -0.745 -1.782 3.640
C: -2.912 4.446 -0.086
C: 2.170 2.312 -2.731
C: 0.590 -2.162 3.815
C: -5.761 1.737 -1.249
C: 4.135 1.455 -0.606
C: 3.276 3.138 -3.384
C: -3.419 1.618 -0.767
C: -3.063 -0.432 -3.782
C: -1.613 -1.354 -1.822
C: 1.476 -2.036 2.761
C: -0.913 -5.736 -0.877
C: -1.299 3.686 1.533
C: 2.506 3.780 -0.324
C: -1.842 -4.486 1.006
C: -1.356 3.707 -5.199
C: -3.702 0.932 0.415
C: -2.732 -2.860 -3.463
C: -1.168 2.372 -4.873
C: -1.516 4.647 -4.192
C: -0.294 2.783 2.025
C: -1.614 -2.303 -0.704
C: 2.254 -4.466 -1.993
C: 1.296 4.619 -0.732
C: -0.338 -1.670 -2.485
C: -0.622 -3.260 -0.834
C: 4.371 0.922 0.820
C: -1.585 4.260 -2.861
C: -1.108 -1.251 2.402
C: -6.041 1.040 -0.084
C: 0.203 -2.868 -1.989
C: -4.450 2.028 -1.604
C: 0.990 -1.520 1.574
C: 2.798 3.945 1.163
C: -1.601 4.814 2.312
C: -4.160 -1.606 -1.878
C: -0.656 -4.517 0.024
C: -5.009 0.634 0.754
C: -1.942 3.524 0.294
C: -2.886 -1.516 -2.721
C: 0.614 -4.718 0.868
C: -1.185 1.989 -3.546
C: 1.958 0.982 -3.451
H: 4.717 -0.108 0.787
H: -2.215 -0.386 -4.459
H: 1.642 -1.998 -4.286
H: 1.537 1.545 2.732
H: -1.800 -3.640 1.692
H: -0.185 -5.078 -3.403
H: 2.813 -3.891 -1.258
H: -3.935 -0.677 -4.386
H: 0.364 4.076 -0.550
H: 0.183 3.079 2.965
H: 2.673 -1.887 -2.844
H: 4.794 0.870 -2.608
H: -1.668 -1.110 5.427
H: 3.552 3.246 1.512
H: -2.404 -3.648 -2.791
H: 3.469 0.948 1.429
H: 1.334 4.896 -1.782
H: 3.240 4.178 -3.071
H: 5.730 0.224 -1.282
H: -5.232 0.102 1.664
H: -1.124 -6.597 -0.250
H: 0.090 -3.805 -4.592
H: -2.793 -4.478 0.478
H: 0.536 -4.163 1.800
H: -1.017 1.641 -5.651
H: 0.913 -2.574 4.760
H: 4.158 -0.469 -1.643
H: 2.505 -2.349 2.837
H: 1.893 3.828 1.751
H: -1.603 5.694 -4.439
H: -1.785 -5.569 -1.505
H: 2.952 -3.126 -4.060
H: 1.515 -4.406 0.355
H: 1.453 1.142 -4.402
H: -1.810 -5.393 1.604
H: -3.697 -3.148 -3.873
H: -1.717 5.012 -2.096
H: -2.026 -2.786 -4.286
H: 4.678 2.400 -0.721
H: 3.174 4.950 1.344
H: 3.139 3.117 -4.465
H: 0.717 -5.769 1.123
H: 2.980 -4.883 -2.687
H: -4.240 -0.786 -1.176
H: -1.486 -2.846 5.316
H: -1.098 4.958 3.258
H: -0.981 0.962 -3.255
H: -5.025 -1.570 -2.535
H: 1.339 0.320 -2.814
H: -2.869 0.677 1.075
H: -7.064 0.832 0.184
H: 5.142 1.499 1.326
H: -4.210 -2.547 -1.339
H: -2.749 -2.033 4.379
H: -2.451 -2.370 -0.029
H: 3.386 4.142 -0.869
H: -1.349 4.015 -6.232
H: 4.266 2.750 -3.165
H: -0.070 -5.989 -1.506
H: -2.730 6.623 2.490
H: 2.902 0.487 -3.657
H: 1.230 2.876 -2.807
H: -2.135 -0.946 2.228
H: 1.270 5.540 -0.152
H: 1.760 -5.302 -1.517
H: -6.568 2.070 -1.880
H: -3.472 4.293 -0.995
H: -0.114 -1.311 -3.482
H: -3.912 6.285 0.342
H: 1.302 -5.056 -4.340
H: -3.237 0.542 -3.332
H: -4.240 2.577 -2.513

Q | The following is a DFT calculation (wB97M-V/def2-TZVPD) of C51H72BrN2OP2Ti as an isolated structure.

Summary:
highest occupied orbital energy (alpha / beta): -16.15 / -16.15 eV
LUMO energy (alpha / beta): -9.65 / -9.68 eV
net charge: +3
HOMO-LUMO gap (alpha / beta): 6.499 / 6.470 eV

Cartesian coordinates (Å):
Br: -0.771 -2.871 -0.275
Ti: -0.178 -0.004 0.141
P: 0.056 -0.756 2.936
P: 2.166 1.487 -0.023
O: -0.597 -0.851 -2.283
N: 1.494 -2.554 -1.801
N: 0.353 0.098 -1.957
C: 5.798 0.473 1.634
C: 4.080 2.224 -1.907
C: 2.368 -2.843 -2.761
C: 6.015 -0.779 1.081
C: -1.946 2.465 2.006
C: 0.705 -2.523 2.799
C: 3.276 -4.241 -4.642
C: 0.976 -3.366 4.044
C: -2.597 0.079 0.213
C: -2.159 1.316 -1.668
C: -1.083 3.642 -0.088
C: 2.568 5.538 2.194
C: 3.272 4.102 0.393
C: -3.024 0.330 -2.055
C: 4.538 2.675 -3.138
C: 1.441 3.459 1.804
C: 0.811 0.815 -2.920
C: -3.440 0.157 -3.517
C: -2.949 -1.206 -4.082
C: 1.955 1.672 -2.883
C: -4.649 -2.507 -1.656
C: -1.572 -0.882 3.900
C: 2.308 3.161 0.751
C: -4.493 -1.402 -0.605
C: 0.511 -3.410 -1.623
C: 1.131 0.215 4.151
C: 3.409 5.268 1.127
C: 1.238 -4.865 -3.316
C: 3.684 2.713 -4.230
C: 1.565 4.637 2.517
C: -3.356 -0.444 -0.846
C: 0.314 -4.579 -2.325
C: 1.916 -2.505 1.870
C: 1.715 -0.577 5.320
C: 2.281 0.932 3.456
C: 3.904 -0.655 -0.055
C: -1.515 -0.829 5.428
C: -3.505 3.122 0.182
C: 2.416 2.182 -4.111
C: 5.070 -1.339 0.233
C: 2.294 -3.984 -3.559
C: -2.326 -2.136 3.470
C: -2.818 1.269 -4.383
C: -5.758 -0.514 -0.524
C: 3.674 0.594 0.522
C: 4.624 1.158 1.368
C: -1.873 1.275 -0.227
C: -2.080 2.620 0.485
C: -4.396 -2.118 0.747
C: 2.766 1.802 -1.737
C: -4.957 0.308 -3.719
H: -4.258 2.444 0.578
H: -5.244 -2.790 0.846
H: 3.592 -5.281 -4.629
H: -2.148 -1.059 -4.808
H: 2.061 1.089 2.398
H: -0.904 -0.782 -3.219
H: 1.939 -3.152 4.490
H: 2.122 0.122 6.048
H: 0.204 -3.247 4.795
H: 2.813 -4.059 -5.613
H: -5.525 -0.524 -3.325
H: -1.110 1.799 2.271
H: -0.123 -3.025 2.290
H: -3.750 -1.705 -4.624
H: 5.243 -2.311 -0.200
H: -3.375 -2.061 3.749
H: 1.778 2.131 -4.980
H: -5.704 0.122 0.357
H: -5.527 -3.102 -1.423
H: 2.688 6.445 2.762
H: -3.667 3.223 -0.887
H: 1.713 -1.896 0.972
H: -1.917 -3.009 3.969
H: -5.313 1.232 -3.268
H: -4.444 -1.428 1.584
H: -1.760 2.094 -2.297
H: -2.267 -2.292 2.394
H: 0.668 2.751 2.069
H: -3.204 2.246 -4.103
H: 4.148 -3.600 -4.557
H: -5.161 0.363 -4.785
H: 4.192 5.962 0.868
H: 6.541 0.920 2.276
H: -2.133 0.004 3.566
H: 4.026 3.101 -5.178
H: 3.918 3.945 -0.455
H: -0.111 3.180 -0.295
H: -3.645 4.098 0.638
H: -1.787 3.436 2.468
H: 4.775 2.165 -1.082
H: -1.038 0.067 5.812
H: 3.170 -1.070 -0.740
H: -0.519 -5.227 -2.116
H: 5.563 2.999 -3.236
H: 3.194 0.348 3.530
H: -3.093 1.098 -5.422
H: -2.852 -0.102 1.251
H: -0.943 4.466 0.606
H: -2.865 2.062 2.427
H: -6.629 -1.157 -0.431
H: 1.128 -5.767 -3.898
H: -3.784 -3.169 -1.625
H: 0.998 -1.201 5.834
H: -4.773 -2.130 -2.659
H: 3.161 -2.122 -2.904
H: 2.465 1.896 3.923
H: 0.404 0.656 -3.923
H: -1.024 -1.702 5.847
H: -5.886 0.118 -1.391
H: 0.984 -4.415 3.750
H: 0.891 4.849 3.332
H: 2.791 -2.093 2.371
H: -1.464 4.067 -1.013
H: 2.158 -3.518 1.554
H: -3.491 -2.718 0.807
H: 2.537 -1.198 4.978
H: 6.922 -1.315 1.309
H: -2.539 -0.830 5.800
H: -1.729 1.296 -4.331
H: 4.451 2.129 1.811
H: -2.609 -1.887 -3.305
H: 0.430 0.971 4.532

Stability ranking, top entry: P; the second entry is 0.0033 hartree less favorable.

P | The following is a DFT calculation (wB97M-V/def2-TZVPD) of a 33-piece molecular cluster, H66O33 overall.

Summary:
highest occupied orbital energy: -9.31 eV
LUMO energy: -1.16 eV
net charge: 0
HOMO-LUMO gap: 8.151 eV

Cartesian coordinates (Å):
O: -47.242 -11.048 13.178
O: -44.180 -11.468 17.103
O: -47.528 -2.213 15.373
O: -45.801 -6.256 9.884
O: -44.711 -7.328 19.417
O: -42.183 -4.007 16.593
O: -46.939 -8.491 12.392
O: -41.076 -5.699 13.356
O: -43.811 -3.873 18.883
O: -41.636 -7.362 10.941
O: -41.857 -8.884 14.716
O: -47.445 -4.167 10.847
O: -39.385 -8.165 15.181
O: -47.186 -5.174 16.989
O: -47.509 -6.950 19.552
O: -49.466 -9.270 13.973
O: -50.209 -5.872 13.513
O: -47.575 -11.751 16.100
O: -47.359 -3.023 19.187
O: -49.772 -3.638 18.070
O: -49.916 -6.519 18.173
O: -45.608 -6.491 15.030
O: -44.953 -11.938 13.976
O: -44.811 -9.307 14.907
O: -48.407 -7.018 15.178
O: -44.940 -2.919 14.988
O: -42.746 -6.619 15.845
O: -45.232 -9.967 10.570
O: -43.101 -10.067 12.616
O: -44.601 -6.589 12.481
O: -43.877 -1.411 17.141
O: -49.921 -3.643 15.506
O: -45.180 -3.904 12.173
H: -49.057 -3.245 15.397
H: -44.536 -11.950 14.837
H: -42.691 -3.889 17.396
H: -38.735 -7.659 14.694
H: -47.666 -11.575 12.502
H: -49.714 -4.556 18.337
H: -44.876 -4.755 12.489
H: -42.324 -4.923 16.353
H: -46.511 -11.587 13.480
H: -47.889 -8.377 12.378
H: -46.567 -7.096 19.464
H: -44.770 -3.076 14.060
H: -47.689 -5.700 16.368
H: -49.758 -9.916 14.615
H: -49.614 -3.653 17.126
H: -45.331 -9.649 11.468
H: -46.272 -5.322 16.745
H: -43.266 -4.523 19.325
H: -44.768 -6.643 11.540
H: -42.115 -7.556 11.747
H: -47.238 -11.081 16.695
H: -42.586 -7.495 15.494
H: -50.634 -6.743 17.581
H: -43.727 -12.312 17.111
H: -46.488 -6.600 14.671
H: -47.182 -11.540 15.253
H: -44.708 -4.180 19.017
H: -44.448 -1.985 16.629
H: -46.382 -5.500 9.969
H: -44.234 -1.448 18.028
H: -47.338 -1.939 14.475
H: -44.462 -9.705 15.705
H: -44.805 -7.594 20.332
H: -45.198 -7.350 14.927
H: -41.420 -9.319 15.448
H: -48.216 -2.701 18.910
H: -41.506 -4.970 12.908
H: -44.957 -3.899 11.243
H: -49.768 -6.184 12.723
H: -49.256 -9.784 13.193
H: -48.721 -7.917 15.078
H: -44.571 -9.917 14.210
H: -42.255 -9.596 14.216
H: -44.512 -12.632 13.486
H: -49.957 -4.324 14.833
H: -43.929 -6.776 19.407
H: -47.707 -6.270 18.908
H: -47.313 -3.914 18.840
H: -46.799 -9.274 12.925
H: -44.143 -3.209 15.431
H: -45.059 -11.665 17.425
H: -49.129 -6.820 17.720
H: -44.595 -9.372 10.174
H: -42.151 -10.110 12.505
H: -46.712 -3.756 11.305
H: -40.223 -7.759 14.958
H: -45.099 -5.955 9.307
H: -45.166 -7.260 12.864
H: -43.424 -10.883 12.235
H: -48.220 -3.714 11.180
H: -51.091 -5.640 13.220
H: -41.695 -6.411 10.850
H: -46.682 -2.493 15.722
H: -43.499 -6.727 16.425
H: -41.793 -6.187 13.762
H: -49.030 -6.490 14.681

Q | The following is a DFT calculation (wB97M-V/def2-TZVPD) of a 33-piece molecular cluster, H66O33 overall.

Summary:
highest occupied orbital energy: -10.49 eV
LUMO energy: -0.20 eV
net charge: 0
HOMO-LUMO gap: 10.285 eV

Cartesian coordinates (Å):
O: 14.932 7.141 10.934
O: 10.176 8.998 7.631
O: 13.934 12.618 6.022
O: 13.950 14.317 8.416
O: 10.073 17.285 8.083
O: 12.135 8.640 10.408
O: 7.520 8.003 8.941
O: 9.703 11.731 6.569
O: 12.308 14.459 11.535
O: 7.227 10.412 6.953
O: 12.355 11.687 11.558
O: 8.614 15.024 7.407
O: 10.122 15.875 10.394
O: 12.538 10.438 7.425
O: 15.045 13.596 13.685
O: 9.781 5.564 8.117
O: 12.209 6.462 8.768
O: 14.694 12.265 9.961
O: 16.717 11.456 12.247
O: 12.488 9.990 13.929
O: 8.048 13.038 9.867
O: 16.650 11.017 7.701
O: 14.593 8.375 8.407
O: 8.424 8.892 12.025
O: 12.156 13.758 14.395
O: 14.925 15.271 11.056
O: 11.099 11.573 15.827
O: 11.074 7.644 12.630
O: 9.711 10.623 9.993
O: 7.002 12.314 12.228
O: 9.606 12.377 13.458
O: 15.148 9.102 13.131
O: 11.406 12.853 8.516
H: 11.621 8.397 11.187
H: 9.614 18.023 7.715
H: 6.616 10.500 6.235
H: 12.597 10.826 8.316
H: 9.652 10.075 10.812
H: 12.064 7.279 9.320
H: 10.193 11.971 7.363
H: 11.571 12.407 15.492
H: 7.866 9.559 12.446
H: 12.200 10.959 12.229
H: 9.952 16.500 11.110
H: 13.043 8.622 10.705
H: 14.615 13.241 10.083
H: 10.643 5.900 8.325
H: 15.314 12.005 10.643
H: 9.052 15.902 7.549
H: 12.978 13.539 13.973
H: 11.771 9.862 7.382
H: 13.405 9.680 14.130
H: 6.162 11.882 12.533
H: 13.941 15.208 11.041
H: 11.434 13.343 13.853
H: 8.865 13.012 13.314
H: 15.033 14.206 12.951
H: 17.663 11.738 12.367
H: 11.607 12.938 9.457
H: 13.234 11.656 11.173
H: 9.595 4.823 8.719
H: 8.041 8.826 11.150
H: 9.956 17.300 9.060
H: 13.393 11.914 6.257
H: 8.052 13.647 9.107
H: 15.317 8.796 7.879
H: 8.631 12.310 9.775
H: 10.049 9.324 8.594
H: 8.322 7.468 8.667
H: 13.535 13.100 5.283
H: 10.359 8.039 7.567
H: 14.318 13.753 7.696
H: 16.404 11.373 8.532
H: 15.359 14.170 14.393
H: 10.168 7.871 12.817
H: 16.250 12.093 12.767
H: 14.835 7.514 9.989
H: 11.963 13.551 8.136
H: 15.953 9.649 13.032
H: 6.898 12.734 11.363
H: 12.290 13.508 11.371
H: 11.666 14.832 10.908
H: 9.423 11.984 14.324
H: 15.158 15.454 10.142
H: 10.835 11.834 16.731
H: 16.193 11.580 7.084
H: 12.095 10.516 14.645
H: 14.467 6.368 11.047
H: 9.382 15.269 10.307
H: 15.228 8.317 12.642
H: 11.634 8.257 13.192
H: 7.610 8.683 8.265
H: 13.146 6.415 8.675
H: 13.855 8.985 8.344
H: 13.919 15.185 8.007
H: 7.942 11.063 6.800
H: 8.836 14.762 6.500
H: 9.770 10.795 6.334
H: 10.453 11.192 10.239

Stability ranking, top entry: Q; the second entry is 0.1492 hartree less favorable.